(1)
# C48H38ClN3O3P2RuS

A molecular structure, C48H38ClN3O3P2RuS (the ωB97M-V functional and the def2-TZVPD basis, the Open Molecules 2025 dataset).

Each line ends with the Löwdin charge.
Atoms and positions in Å:
Ru  -0.4871  -0.6175  0.9086  1.18
Cl  0.8511  -3.4329  7.5581  0.74
S  2.0608  -1.2538  0.2345  0.75
P  -0.8572  1.5450  0.0336  0.93
P  0.9123  0.2776  -1.8693  1.00
O  3.4749  1.9438  5.7012  0.13
O  5.5968  1.3664  5.4436  0.15
O  -0.1002  -0.2863  2.7459  -0.25
N  -0.4692  -2.6610  1.4079  -0.05
N  -1.0704  -1.3345  -0.9276  -0.13
N  0.1457  1.7523  -1.3699  -0.45
C  -0.6918  2.8161  2.4647  -0.09
C  -2.9416  2.5819  -1.5950  -0.11
C  -0.7747  3.0262  1.0882  -0.34
C  4.3393  1.4784  5.0114  -0.49
C  -0.7803  -3.3220  -2.3098  -0.21
C  -3.5430  1.1113  0.2196  -0.11
C  -2.3845  -2.0529  -0.7719  -0.12
C  -0.3139  -3.1650  2.5935  -0.03
C  4.0104  -0.8674  2.0644  -0.09
C  4.5443  -0.2547  3.1873  0.00
C  -0.0229  -4.6030  -2.3187  0.01
C  -3.4562  -2.2093  -1.7768  -0.01
C  -0.4780  -3.4648  0.2543  -0.22
C  0.1665  -4.6339  0.1054  0.02
C  -5.2562  2.1537  -1.0948  -0.05
C  1.6325  0.6520  -3.4829  -0.37
C  -4.8865  1.3062  -0.0602  -0.06
C  0.9713  1.3820  -4.4720  -0.09
C  -2.5667  1.7377  -0.5551  -0.36
C  1.0802  2.9038  -1.4754  -0.12
C  -0.1454  -2.1047  -3.0550  -0.10
C  -1.1660  -2.2136  -4.1989  -0.13
C  -0.9108  5.1752  2.8448  -0.04
C  2.9185  0.1616  -3.7100  -0.09
C  3.0323  1.5974  2.9009  0.00
C  0.6165  -1.1224  6.1769  -0.04
C  2.8846  1.1222  -5.9087  -0.04
C  3.5412  0.3953  -4.9262  -0.05
C  0.0779  -1.0188  3.8188  -0.29
C  2.9298  -0.2787  1.4050  -0.63
C  -0.0303  -2.4395  3.7883  -0.12
C  1.6044  1.6137  -5.6807  -0.05
C  -4.2858  2.7945  -1.8551  -0.05
C  2.5044  0.9995  1.7787  -0.11
C  0.1992  -3.1606  4.9707  -0.04
C  -1.0122  5.3846  1.4749  -0.04
C  -1.1101  -2.8200  -0.9167  -0.21
C  -0.5655  -0.8405  -2.2583  -0.42
C  -1.9434  -3.3299  -3.3727  -0.11
C  0.3987  -0.3924  5.0375  0.02
C  -1.5726  -0.1639  -3.1523  -0.05
C  4.0167  0.9504  3.6429  -0.12
C  0.5261  -2.5224  6.1431  -0.66
C  -3.2781  -2.9000  -2.8960  -0.01
C  -1.8487  -0.8885  -4.2280  0.00
C  -0.7719  3.8891  3.3409  -0.05
C  -0.9740  4.3175  0.5952  -0.09
C  0.3468  -5.2319  -1.2015  -0.03
H  -2.0160  -4.2755  -3.9063  0.15
H  -0.8070  -2.5649  -5.1624  0.16
H  -0.7336  3.7130  4.4077  0.12
H  0.8714  -6.1758  -1.2603  0.12
H  -2.7669  -1.9440  0.2390  0.14
H  -4.4347  -1.8533  -1.4832  0.12
H  2.1218  2.5812  -1.4095  0.09
H  4.3806  -1.8268  1.7280  0.11
H  -1.9878  0.7977  -2.9093  0.08
H  -0.3844  -4.2460  2.7018  0.15
H  3.4259  -0.4017  -2.9349  0.10
H  -0.9526  6.0139  3.5265  0.12
H  -4.5787  3.4752  -2.6435  0.12
H  -1.1388  6.3873  1.0893  0.12
H  -2.5558  -0.6151  -5.0004  0.14
H  -0.5747  1.8142  2.8482  0.07
H  -4.1165  -3.1020  -3.5525  0.13
H  0.4900  0.6860  5.0495  0.13
H  0.1939  -5.0298  -3.2907  0.14
H  -0.0293  1.7553  -4.2974  0.10
H  -1.1139  4.4980  -0.4628  0.11
H  6.2026  1.0515  4.7651  0.12
H  1.7393  1.5028  1.2043  0.07
H  -5.6412  0.8139  0.5391  0.12
H  5.3341  -0.7558  3.7335  0.13
H  -3.2316  0.4912  1.0571  0.09
H  0.9052  3.6154  -0.6763  0.06
H  3.3640  1.3031  -6.8613  0.12
H  0.9174  -2.1486  -3.2928  0.15
H  -2.1844  3.0650  -2.2033  0.11
H  4.5385  0.0178  -5.1067  0.12
H  0.6616  -5.0981  0.9484  0.12
H  1.0960  2.1790  -6.4507  0.12
H  0.9374  3.4041  -2.4325  0.09
H  -6.3047  2.3255  -1.2971  0.12
H  2.6744  2.5634  3.2349  0.13
H  0.8708  -0.6235  7.1022  0.13
H  0.1397  -4.2421  4.9582  0.12

Forces on atoms 1 to 3 (eV/Å):
0.70 -0.29 1.36
0.00 -0.08 0.15
-0.46 0.23 -0.01

Computed properties:
energy relative to the best compared isomer or geometry (same formula, charge and spin): 4.180 eV
expectation value of S²: 6.0320
net charge: +2
E: -105506.85354 eV
spin multiplicity: 5
HOMO (alpha / beta): -12.69 / -13.21 eV
LUMO (alpha / beta): -5.79 / -7.41 eV
gap between HOMO and LUMO (alpha / beta): 6.899 / 5.801 eV

=====

(2)
# C2H8NO2P

A molecular structure, C2H8NO2P (the ωB97M-V functional and the def2-TZVPD basis, the Open Molecules 2025 dataset).

Each line ends with the Löwdin charge.
Atoms and positions in Å:
P  -0.2382  -0.0103  -0.1693  0.78
O  -0.1655  2.7236  2.6142  -0.01
O  -1.0221  -1.2383  -0.8316  -0.49
N  1.2115  -0.4411  0.0634  -0.32
C  -1.0279  3.5524  2.6392  -0.13
C  -0.4756  -2.4292  -1.3748  -0.20
H  1.8159  0.3272  0.2603  -0.04
H  -1.8864  3.5045  3.3851  0.10
H  -0.8323  -2.6274  -2.4122  0.09
H  0.6111  -2.5274  -1.4311  0.02
H  1.8279  -1.2029  -2.3865  0.04
H  -0.9936  4.3128  2.0006  0.03
H  -0.7042  -3.2543  -0.5791  0.12
H  1.8794  -0.6895  -1.7780  0.01

Forces on atoms 1 to 3 (eV/Å):
-0.88 0.45 0.08
0.29 -0.55 0.16
0.15 0.26 -0.49

Computed properties:
energy relative to the best compared isomer or geometry (same formula, charge and spin): 4.632 eV
E: -17074.75734 eV
HOMO: -9.45 eV
LUMO: 0.56 eV
gap between HOMO and LUMO: 10.008 eV